Entry 1:
{
  "formula": "C9H36N18O9",
  "method": "the ωB97M-V functional and the def2-TZVPD basis",
  "species": ["N", "C", "N", "O", "H", "H", "H", "H", "N", "C", "N", "O", "H", "H", "H", "H", "N", "C", "N", "O", "H", "H", "H", "H", "N", "C", "N", "O", "H", "H", "H", "H", "N", "C", "N", "O", "H", "H", "H", "H", "N", "C", "N", "O", "H", "H", "H", "H", "N", "C", "N", "O", "H", "H", "H", "H", "N", "C", "N", "O", "H", "H", "H", "H", "N", "C", "N", "O", "H", "H", "H", "H"],
  "xyz": [[1.7187, -5.7313, -0.9850], [0.5355, -5.3001, -1.0361], [-0.2336, -6.3204, -0.7689], [0.2350, -4.1905, -1.4049], [1.9165, -6.7000, -0.7785], [2.4243, -5.1300, -1.3858], [-1.2114, -6.2440, -1.0101], [0.0752, -7.2632, -0.9583], [3.9844, -0.8906, -3.5102], [5.1569, -0.7588, -3.0581], [5.1296, -0.6969, -1.7238], [6.2094, -0.8290, -3.7323], [3.8738, -1.0105, -4.5070], [3.2700, -0.7921, -2.8031], [4.2987, -0.4349, -1.2128], [6.0268, -0.7042, -1.2601], [-0.0772, 2.6657, -5.8997], [-0.9774, 1.7550, -5.7104], [-0.8200, 1.2919, -4.5146], [-1.7988, 1.3701, -6.5651], [0.3270, 3.0760, -5.0700], [-0.2692, 3.2195, -6.7223], [-0.1516, 1.6970, -3.8748], [-1.3971, 0.5235, -4.2038], [0.0422, 1.9876, 0.9705], [0.3892, 0.9011, 0.4058], [-0.4318, 0.0270, 0.7785], [1.2833, 0.8008, -0.4171], [-0.7697, 2.0697, 1.5656], [0.7093, 2.7389, 0.8678], [-0.6644, -0.7129, 0.1316], [-0.6768, 0.0019, 1.7580], [1.4973, -3.7122, 3.0151], [0.5988, -3.7508, 3.9882], [0.6937, -2.7916, 4.8377], [-0.1803, -4.6327, 4.1613], [1.3756, -4.3483, 2.2401], [2.0158, -2.8545, 2.8901], [0.0018, -2.8867, 5.5673], [1.2332, -1.9476, 4.7083], [-1.2073, 0.6573, 6.8945], [-1.7305, 1.0944, 5.7717], [-2.9362, 0.5888, 5.5187], [-1.2193, 1.9636, 5.0548], [-0.3023, 0.9635, 7.2223], [-1.9038, 0.0808, 7.3446], [-3.2955, 0.9199, 4.6348], [-3.2054, -0.1689, 6.1300], [-4.5025, 6.8785, 2.5815], [-3.8780, 6.2355, 3.4963], [-3.2310, 5.2930, 2.9243], [-3.8767, 6.4898, 4.7020], [-4.5548, 6.6636, 1.5960], [-4.6817, 7.8043, 2.9434], [-3.0426, 5.2278, 1.9342], [-2.7493, 4.6741, 3.5607], [-3.6218, -3.9649, -3.0890], [-4.4930, -4.9201, -2.7265], [-5.5850, -4.7953, -3.2972], [-4.1839, -5.8215, -1.9530], [-3.9929, -3.1763, -3.5994], [-2.7086, -3.8612, -2.6703], [-5.8003, -3.9834, -3.8582], [-6.2861, -5.4250, -2.9339], [3.8990, 3.9208, -1.8896], [4.9223, 4.2879, -1.2842], [5.4237, 5.4473, -1.7466], [5.3923, 3.6743, -0.3421], [3.3828, 3.2276, -1.3670], [3.4179, 4.6093, -2.4505], [4.9458, 5.9836, -2.4566], [6.2424, 5.9392, -1.4182]],
  "forces_ev_per_a": [[7.8214, -0.7424, 0.1148], [-2.2216, 1.0483, -1.5483], [-5.2790, -2.8504, 0.7362], [-1.0510, 1.8022, 0.0674], [0.3286, 0.5556, -0.0791], [0.2010, -0.3507, 0.2605], [-0.1523, 0.2941, 0.2615], [0.1525, 0.3544, 0.1652], [-4.8865, -0.1278, -2.6018], [5.8848, -0.5815, -0.0480], [1.3375, 0.3248, 2.5019], [-1.2857, 0.2797, 0.8625], [-0.5212, 0.1555, 0.3814], [-0.6756, -0.2788, -1.1145], [0.3951, -0.0123, 0.0413], [-0.3630, 0.3009, 0.0360], [2.3653, 3.7417, -2.1489], [-2.8355, -1.7318, -2.8808], [-0.9147, -2.8921, 4.4164], [0.8802, 0.3798, 1.1660], [0.1016, 0.3899, -0.7219], [0.5089, 0.3382, 0.2376], [-0.2977, -0.5041, -0.0662], [0.2224, 0.2379, 0.0486], [0.5746, 6.6234, 2.2084], [3.0761, 1.1329, -2.9502], [-4.3243, -7.1685, 1.2666], [0.8835, -0.1954, -1.0100], [0.4442, 0.1871, -0.2059], [-0.3774, 0.2810, 0.4683], [0.2923, -0.4662, 0.6996], [-0.4285, -0.3977, -0.4889], [1.5692, 0.0671, -2.2087], [0.6086, -1.4159, -1.3570], [-0.1493, 3.8631, 3.5652], [-2.2268, -2.6432, -0.0438], [0.1087, 0.2762, 0.1009], [-0.0004, -0.4235, -0.3907], [0.3381, 0.5775, 0.0687], [-0.2572, -0.2557, 0.2212], [0.2857, -1.1985, 1.4310], [1.0715, 2.9788, -1.9171], [-0.5921, -0.2954, -0.3071], [0.0054, -0.5914, -0.0981], [-0.5161, -0.2075, 0.1799], [1.3608, -0.0102, 1.2718], [-0.6717, -0.7289, 0.3920], [-0.9775, 0.0294, -1.1038], [-3.6099, 5.0866, -1.9842], [0.3695, 0.2785, 3.2703], [3.8507, -5.6573, -0.4584], [-0.1204, -0.0183, -0.5375], [0.1550, 0.1637, 0.5231], [-0.7431, 0.2317, -0.8942], [-0.0956, 0.0747, 0.5073], [0.2132, -0.1917, -0.3842], [1.5815, 1.8521, -0.5506], [6.7406, -0.9738, 3.3180], [-7.4989, -0.0310, -2.8521], [-0.1337, -0.3824, 0.3005], [0.5178, -0.0559, 0.1447], [-0.2815, -0.2660, 0.0416], [-0.3659, -0.5041, 0.1828], [-0.3622, 0.3260, -0.5410], [-6.6250, -2.3812, -3.3930], [5.5501, 1.8151, 3.8568], [1.1795, 2.6305, -1.0617], [0.6416, -0.3312, 0.5562], [-0.3487, -0.0697, -0.4952], [-0.2892, -0.5770, 0.0482], [0.0203, -0.3539, 0.0913], [-0.1583, -0.8151, 0.4313]],
  "e_lumo_ha": -0.0079,
  "homo_energy_ev": -9.250,
  "de_lowest_kj_mol": 783.9,
  "homo_lumo_gap_ha": 0.332,
  "smiles": "NC(N)=O.NC(N)=O.NC(N)=O.NC(N)=O.NC(N)=O.NC(N)=O.NC(N)=O.NC(N)=O.NC(N)=O",
  "total_energy_ha": -2027.42371
}

Entry 2:
{
  "formula": "C33H42BrCaN4O5SSb",
  "method": "the ωB97M-V functional and the def2-TZVPD basis",
  "species": ["Ca", "C", "C", "C", "C", "C", "C", "H", "H", "H", "H", "H", "H", "Br", "C", "C", "C", "C", "C", "N", "C", "O", "O", "H", "H", "H", "C", "C", "C", "C", "Sb", "C", "C", "C", "C", "C", "C", "C", "C", "H", "H", "H", "H", "H", "H", "H", "H", "H", "H", "H", "H", "H", "H", "H", "H", "H", "H", "H", "H", "H", "H", "H", "H", "H", "H", "H", "O", "S", "O", "O", "C", "N", "C", "C", "C", "N", "C", "C", "C", "N", "C", "C", "H", "H", "H", "H", "H", "H"],
  "xyz": [[-0.8383, -1.2827, 0.7913], [-2.4926, -4.0945, 0.8283], [-2.3227, -3.8479, -0.5306], [-1.0469, -3.8020, -1.0762], [0.0681, -4.0098, -0.2618], [-0.1067, -4.2659, 1.0950], [-1.3888, -4.3027, 1.6435], [-3.4798, -4.0812, 1.2672], [-3.1840, -3.6655, -1.1593], [-0.9179, -3.6184, -2.1338], [1.0619, -3.9924, -0.6929], [0.7517, -4.4428, 1.7304], [-1.5284, -4.4758, 2.7027], [-4.8772, -4.3585, 4.9916], [-4.7132, -2.5277, 4.5305], [-5.4356, -1.5911, 5.2596], [-5.2880, -0.2623, 4.9107], [-4.4349, 0.0791, 3.8685], [-3.7907, -0.9476, 3.2089], [-3.9210, -2.2411, 3.5237], [-2.8546, -0.6799, 2.0647], [-1.8558, 0.0818, 2.2462], [-3.0311, -1.3085, 0.9821], [-6.0808, -1.9064, 6.0658], [-5.8311, 0.5015, 5.4528], [-4.2724, 1.1078, 3.5777], [-2.4231, -0.7909, -3.7499], [-1.0083, -0.2044, -3.7122], [-0.8752, 0.8404, -4.8204], [-0.0072, -1.3251, -4.0091], [-0.6831, 0.4893, -1.6877], [1.3964, 1.1447, -1.5762], [1.8615, 2.1141, -2.6585], [2.2390, -0.1316, -1.6518], [1.6432, 1.7602, -0.1979], [-1.9914, 2.1935, -1.4201], [-1.4894, 2.9937, -0.2156], [-2.0879, 3.1211, -2.6268], [-3.3838, 1.6498, -1.0831], [-2.5887, -1.2605, -4.7275], [-3.1938, -0.0295, -3.6219], [-2.5831, -1.5565, -2.9847], [-0.9423, 0.3271, -5.7881], [0.0774, 1.3665, -4.8014], [-1.6690, 1.5833, -4.7989], [-0.3504, -1.8773, -4.8924], [0.1028, -2.0403, -3.1917], [0.9827, -0.9371, -4.2411], [1.8592, 1.6536, -3.6476], [2.8989, 2.4004, -2.4520], [1.2550, 3.0231, -2.6975], [2.1872, -0.6288, -2.6165], [1.9484, -0.8648, -0.8895], [3.2891, 0.1267, -1.4734], [1.2412, 2.7658, -0.0952], [2.7271, 1.8139, -0.0478], [1.2333, 1.1577, 0.6248], [-0.5806, 3.5488, -0.4429], [-1.3043, 2.3757, 0.6671], [-2.2576, 3.7282, 0.0562], [-1.1149, 3.4523, -2.9938], [-2.6519, 4.0171, -2.3382], [-2.6266, 2.6615, -3.4552], [-3.3771, 0.9947, -0.2103], [-3.8327, 1.0911, -1.9058], [-4.0458, 2.4976, -0.8662], [4.7542, 2.3114, -1.6461], [6.0939, 2.4030, -1.0805], [6.9757, 1.3147, -1.4486], [6.6641, 3.7250, -1.1028], [5.8105, 2.0669, 0.6728], [6.5419, 2.7274, 1.5771], [6.2727, 2.4811, 2.8540], [5.2699, 1.6190, 3.2734], [4.5963, 0.9761, 2.2553], [4.8642, 1.1690, 0.9768], [3.4226, 0.0619, 2.4514], [2.3630, 0.4240, 3.2625], [1.1651, -0.2619, 3.1364], [1.0137, -1.3000, 2.3077], [2.1034, -1.7540, 1.6563], [3.3054, -1.0811, 1.6724], [6.8761, 3.0134, 3.5835], [5.0590, 1.4548, 4.3211], [2.4150, 1.2998, 3.8965], [0.2710, 0.0699, 3.6498], [1.9724, -2.6353, 1.0429], [4.1264, -1.3962, 1.0422]],
  "forces_ev_per_a": [[0.6152, -1.0059, -0.4769], [-0.0374, 0.0061, 0.0109], [0.0122, 0.0136, 0.0238], [0.0676, -0.0092, 0.0605], [-0.0586, -0.0077, -0.0287], [-0.0105, 0.0050, 0.0579], [0.0700, 0.0822, -0.0832], [-0.0150, -0.0030, -0.0171], [-0.0156, -0.0125, 0.0202], [0.0029, -0.0013, -0.0182], [0.0000, -0.0137, -0.0134], [-0.0094, 0.0021, 0.0008], [0.0091, -0.0212, -0.0045], [0.0309, -0.0693, -0.0136], [-0.0219, 0.0594, -0.0191], [0.0111, -0.0331, 0.0057], [-0.0262, 0.0741, 0.0197], [-0.0595, -0.0270, 0.1606], [0.0731, 0.0272, -0.1124], [-0.1023, 0.0761, 0.0289], [-0.1801, 0.1185, -0.1187], [-0.4955, -0.0379, 0.2885], [-0.5117, 0.2810, 0.5619], [-0.0018, 0.0244, -0.0022], [0.0165, -0.0075, -0.0200], [0.0156, -0.0286, -0.0106], [-0.0422, -0.0741, -0.0845], [-0.1036, -0.1505, -0.3366], [-0.0303, 0.0184, -0.0909], [-0.0075, -0.0595, -0.0725], [0.4147, 0.2294, -0.2250], [0.1687, 0.0597, -0.0801], [0.0330, 0.0950, -0.0911], [0.1509, -0.0974, 0.0317], [0.1187, 0.0304, 0.1341], [-0.1885, 0.2218, 0.0848], [-0.0372, 0.0895, 0.0195], [-0.0659, 0.1109, -0.0219], [-0.0647, 0.0554, -0.0056], [-0.0107, 0.0258, 0.0440], [0.0335, 0.0269, 0.0029], [0.0432, 0.0098, 0.0075], [-0.0068, 0.0141, 0.0408], [0.0323, -0.0204, 0.0612], [0.0112, -0.0431, 0.0141], [0.0185, 0.0142, 0.0404], [-0.0316, 0.0024, 0.0352], [0.0152, 0.0614, 0.0054], [-0.0970, -0.0401, -0.0181], [-0.1676, -0.0050, 0.0149], [-0.0366, -0.0316, 0.0244], [-0.0398, 0.0248, -0.0900], [-0.0316, 0.0084, 0.0201], [-0.0340, 0.0758, 0.0220], [0.0029, -0.0090, -0.0547], [-0.0673, 0.0430, -0.0577], [-0.0545, -0.0578, -0.0292], [-0.0131, -0.0106, -0.0379], [-0.0190, -0.0432, -0.0252], [0.0253, -0.0294, -0.0046], [0.0117, -0.0356, 0.0366], [0.0197, -0.0337, -0.0075], [-0.0072, -0.0041, 0.0524], [0.0440, 0.0291, 0.0159], [0.0372, 0.0084, -0.0198], [0.0094, -0.0511, -0.0023], [-0.0294, -0.0948, 0.0563], [0.1385, 0.0332, -0.1473], [-0.0001, -0.0788, -0.0403], [0.0126, 0.0270, -0.0509], [-0.0873, 0.0126, 0.6925], [-0.2133, -0.2334, -0.0639], [0.0883, 0.1252, 0.0061], [0.1311, 0.0781, 0.0136], [-0.5363, -0.4911, 0.1431], [0.3967, 0.2631, -0.4446], [0.4850, 0.3943, 0.0492], [-0.2821, 0.0227, 0.0850], [0.0497, 0.0621, -0.0922], [0.3618, -0.3818, 0.1617], [0.0169, 0.5805, 0.1697], [0.0438, -0.2391, -0.0948], [0.0153, -0.0158, -0.0355], [-0.0321, -0.0090, -0.0204], [0.0259, -0.0227, -0.0181], [0.0010, -0.0072, 0.0018], [0.0121, -0.0010, -0.0277], [-0.0100, 0.0257, 0.0029]],
  "e_lumo_ha": -0.0192,
  "homo_energy_ev": -7.767,
  "de_lowest_kj_mol": 75.2,
  "homo_lumo_gap_ha": 0.266,
  "total_energy_ha": -5768.04814
}